7 unconnected molecules or ions with the total composition C15H45BrN13O9P, computed with ωB97M-V with the def2-TZVPD basis set.

Summary:
Orbital gap in hartree: 0.300
SMILES: COCCCCC[C@@H](OCCN)P(O)Br.NC(N)=O.NC(N)=O.NC(N)=O.NC(N)=O.NC(N)=O.NC(N)=O

The geometry in ORCA input format:
```
! wB97M-V def2-TZVPD RIJCOSX def2/J DEFGRID3
* xyz 0 1
C -0.54 -3.63 2.65
O 0.17 -2.41 2.84
C -0.15 -1.46 1.83
C 0.64 -0.20 2.00
C 0.11 0.84 1.01
C -0.90 1.79 1.66
C -2.01 2.24 0.68
C -3.40 1.98 1.20
O -3.60 0.59 1.39
C -4.72 0.05 0.72
C -5.22 -1.21 1.38
N -6.02 -0.92 2.58
P -3.84 3.07 2.67
O -2.44 3.80 3.14
Br -4.23 1.65 4.37
H -1.10 -3.63 1.73
H 0.15 -4.46 2.63
H -1.26 -3.74 3.46
H 0.07 -1.84 0.84
H -1.21 -1.23 1.88
H 0.59 0.17 3.02
H 1.68 -0.38 1.76
H -0.40 0.30 0.21
H 0.91 1.40 0.55
H -1.36 1.33 2.52
H -0.35 2.67 1.94
H -1.90 3.28 0.42
H -1.93 1.69 -0.25
H -4.09 2.33 0.43
H -4.44 -0.19 -0.30
H -5.55 0.75 0.69
H -5.82 -1.74 0.65
H -4.34 -1.77 1.68
H -6.72 -0.22 2.35
H -6.55 -1.76 2.80
H -1.88 3.16 3.62
N 4.21 0.96 -0.43
C 3.33 1.63 -1.21
N 3.63 1.60 -2.54
O 2.35 2.22 -0.77
H 5.01 0.49 -0.81
H 4.03 0.93 0.56
H 3.01 2.09 -3.17
H 4.42 1.11 -2.91
N -5.71 6.89 -0.40
C -4.64 6.23 0.12
N -4.42 6.40 1.46
O -3.93 5.50 -0.56
H -6.33 7.46 0.14
H -5.90 6.74 -1.38
H -3.65 5.91 1.86
H -4.99 6.98 2.05
N -6.94 3.90 -4.39
C -6.35 4.41 -3.26
N -5.21 3.79 -2.85
O -6.81 5.37 -2.66
H -6.57 3.12 -4.90
H -7.78 4.34 -4.71
H -4.75 4.18 -2.04
H -4.79 3.01 -3.32
N 7.80 -1.79 -2.19
C 6.90 -1.08 -2.91
N 7.15 -1.03 -4.25
O 5.94 -0.51 -2.41
H 8.59 -2.26 -2.60
H 7.64 -1.86 -1.20
H 6.52 -0.51 -4.83
H 7.93 -1.49 -4.68
N -2.00 -8.68 3.18
C -1.55 -7.39 3.17
N -1.51 -6.78 4.40
O -1.21 -6.82 2.15
H -2.28 -9.17 4.01
H -2.03 -9.16 2.30
H -1.19 -5.83 4.42
H -1.79 -7.22 5.25
N 12.32 -4.07 -3.07
C 11.48 -3.24 -3.75
N 12.07 -2.41 -4.66
O 10.27 -3.24 -3.55
H 13.32 -4.08 -3.22
H 11.92 -4.69 -2.40
H 11.47 -1.79 -5.17
H 13.05 -2.39 -4.84
*
```



C4H6N2O2 in the gas phase, computed with ωB97M-V with the def2-TZVPD basis set.

Summary:
Orbital gap in hartree: 0.327
SMILES: O[C@@H]1[C@H]2NN=CO[C@H]12
ΔE to the lowest compared entry with this formula, charge and spin in eV: 5.350

The geometry in ORCA input format:
```
! wB97M-V def2-TZVPD RIJCOSX def2/J DEFGRID3
* xyz 0 1
O 0.86 -2.21 0.63
C -0.27 -1.47 0.37
C 0.03 -0.31 -0.64
N -0.53 0.72 -1.36
N -0.19 1.97 -0.89
C 0.35 2.02 0.29
O 0.49 1.05 1.29
C -0.28 -0.04 0.79
H 0.67 -3.13 0.46
H -1.20 -1.99 0.51
H 1.10 -0.34 -0.62
H -0.51 0.68 -2.37
H 0.79 2.92 0.64
H -1.30 0.12 0.91
*
```



A molecular structure, C37H35As2HfN2O3, computed with ωB97M-V with the def2-TZVPD basis set.

Summary:
Orbital gap in hartree: 0.244
ΔE to the lowest compared entry with this formula, charge and spin in eV: 0.044

The geometry in ORCA input format:
```
! wB97M-V def2-TZVPD RIJCOSX def2/J DEFGRID3
* xyz 3 1
Hf -0.06 0.57 -0.59
C 0.13 -2.57 0.57
C 1.45 -1.96 1.07
As 1.10 -0.10 1.63
C 2.71 0.68 2.40
C 2.62 2.01 2.78
C 3.67 2.60 3.47
C 4.80 1.86 3.77
C 4.89 0.53 3.39
C 3.85 -0.07 2.69
C 0.10 -0.50 3.27
C -1.15 0.04 3.54
C -1.84 -0.34 4.68
C -1.28 -1.27 5.55
C -0.01 -1.77 5.31
C 0.69 -1.38 4.18
As -0.50 -2.08 -1.28
C -1.61 -3.69 -1.47
C -2.67 -3.91 -0.59
C -3.38 -5.10 -0.68
C -3.04 -6.04 -1.64
C -1.99 -5.81 -2.52
C -1.27 -4.63 -2.44
C -2.03 -0.82 -0.99
C -2.84 -0.60 -2.11
C -3.86 0.33 -2.07
C -4.07 1.10 -0.92
C -3.31 0.86 0.22
C -2.30 -0.10 0.20
H -0.66 -2.42 1.31
H 0.25 -3.65 0.48
H 2.22 -1.98 0.29
H 1.82 -2.53 1.91
H 1.72 2.58 2.56
H 3.59 3.64 3.78
H 5.61 2.32 4.32
H 5.77 -0.04 3.63
H 3.93 -1.11 2.39
H -1.56 0.81 2.90
H -2.81 0.09 4.90
H -1.83 -1.59 6.42
H 0.46 -2.44 6.02
H 1.70 -1.74 4.01
H -2.94 -3.17 0.15
H -4.20 -5.28 0.00
H -3.59 -6.97 -1.70
H -1.73 -6.54 -3.27
H -0.45 -4.43 -3.12
H -2.68 -1.19 -3.01
H -4.50 0.48 -2.93
H -4.85 1.85 -0.90
H -3.54 1.38 1.14
H -1.88 -0.44 1.15
C 4.40 0.46 -1.48
N 3.53 0.26 -2.65
C 4.08 0.37 -4.01
C 2.28 0.03 -2.47
O 1.75 -0.05 -1.30
H 5.43 0.58 -1.81
H 4.34 -0.40 -0.82
H 4.09 1.34 -0.92
H 5.16 0.36 -3.98
H 3.76 1.31 -4.48
H 3.74 -0.46 -4.63
H 1.65 -0.14 -3.35
O -0.65 2.56 0.54
C -0.40 3.12 -0.54
N 0.45 2.39 -1.37
C -0.41 2.23 -2.43
O -0.60 1.04 -2.75
C -1.20 3.46 -2.63
C -1.94 3.99 -3.66
C -2.59 5.20 -3.42
C -2.53 5.82 -2.18
C -1.84 5.26 -1.10
C -1.16 4.09 -1.35
H -1.99 3.51 -4.63
H -3.15 5.68 -4.21
H -3.04 6.77 -2.04
H -1.81 5.74 -0.13
*
```



A molecular structure, C18H21ClF5N5NiO3SSe, computed with ωB97M-V with the def2-TZVPD basis set.

Summary:
Orbital gap (spin up / spin down) in hartree: 0.276 / 0.276

The geometry in ORCA input format:
```
! wB97M-V def2-TZVPD RIJCOSX def2/J DEFGRID3
* xyz 0 1
Ni 0.32 -1.05 0.80
C 1.41 -1.34 -3.25
N 2.17 -1.43 -2.00
C 2.23 -2.77 -1.43
C 2.46 -0.33 -1.28
S 2.52 -0.33 0.43
N 2.78 0.79 -1.97
C 2.84 2.10 -1.34
C 3.46 0.73 -3.26
H 0.49 -1.92 -3.13
H 1.98 -1.76 -4.08
H 1.15 -0.31 -3.47
H 2.58 -3.45 -2.22
H 1.26 -3.11 -1.07
H 2.93 -2.80 -0.60
H 2.13 2.15 -0.51
H 2.59 2.86 -2.08
H 3.84 2.31 -0.94
H 3.74 -0.30 -3.48
H 4.37 1.33 -3.20
H 2.84 1.12 -4.07
C -0.10 3.26 3.25
N -0.28 2.70 1.91
C -0.70 3.44 0.86
C -0.91 2.89 -0.36
C -0.68 1.49 -0.50
N -0.23 0.78 0.52
C -0.06 1.34 1.76
O 0.28 0.63 2.70
N -0.91 0.86 -1.67
H -0.03 4.34 3.17
H 0.81 2.87 3.68
H -0.94 2.99 3.89
H -0.87 4.49 1.06
H -1.26 3.50 -1.18
H -1.44 1.35 -2.37
H -1.06 -0.15 -1.59
F -7.21 -0.04 1.29
C -5.97 -0.45 1.00
C -5.76 -1.47 0.10
F -6.80 -2.06 -0.49
C -4.47 -1.88 -0.19
F -4.33 -2.87 -1.07
C -3.34 -1.30 0.39
Se -1.65 -2.02 -0.13
C -3.60 -0.28 1.29
F -2.61 0.34 1.95
C -4.88 0.15 1.60
F -5.06 1.14 2.48
Cl 3.70 -1.80 3.43
C 2.00 -2.31 3.21
C 1.81 -3.14 1.94
O 2.49 -4.12 1.73
O 0.80 -2.78 1.19
H 1.39 -1.42 3.23
H 1.76 -2.94 4.06
*
```



CH3FO2 in the gas phase, computed with ωB97M-V with the def2-TZVPD basis set.

Summary:
Orbital gap in hartree: 0.458
SMILES: OC(O)F
ΔE to the lowest compared entry with this formula, charge and spin in eV: 0.737

The geometry in ORCA input format:
```
! wB97M-V def2-TZVPD RIJCOSX def2/J DEFGRID3
* xyz 0 1
O 0.19 -1.12 -0.16
C -0.41 -0.01 -0.53
O 0.21 1.13 -0.10
F -1.82 0.01 0.10
H 0.44 -1.14 0.77
H -0.47 -0.21 -1.53
H 0.23 1.10 0.82
*
```



A molecular structure, C35H43IrN4OS2Si, computed with ωB97M-V with the def2-TZVPD basis set.

Summary:
Orbital gap in hartree: 0.271
ΔE to the lowest compared entry with this formula, charge and spin in eV: 0.000

The geometry in ORCA input format:
```
! wB97M-V def2-TZVPD RIJCOSX def2/J DEFGRID3
* xyz 0 1
Ir -1.00 0.28 -0.49
C -1.56 1.48 -1.76
H -1.94 1.19 -2.74
H -1.60 2.57 -1.59
C 0.71 -0.64 -7.39
C 1.32 -0.73 -5.99
C 0.45 -0.06 -4.94
C 1.09 0.01 -3.56
N 1.32 -1.30 -2.95
C 0.38 -2.04 -2.35
S -1.25 -1.52 -2.13
N 0.77 -3.25 -1.94
C -0.03 -4.21 -1.19
C 0.36 -5.65 -1.54
C -0.23 -6.18 -2.85
C 0.13 -5.38 -4.10
H 1.33 -1.13 -8.13
H 0.59 0.41 -7.68
H -0.28 -1.11 -7.40
H 2.31 -0.26 -6.00
H 1.47 -1.79 -5.74
H -0.50 -0.60 -4.85
H 0.22 0.96 -5.25
H 0.48 0.59 -2.88
H 2.07 0.49 -3.63
H 2.17 -1.77 -3.20
H 1.75 -3.47 -2.03
H -1.08 -4.03 -1.43
H 0.10 -4.04 -0.12
H 0.01 -6.28 -0.73
H 1.45 -5.73 -1.57
H -1.32 -6.21 -2.76
H 0.11 -7.21 -2.98
H -0.27 -4.37 -4.06
H -0.27 -5.86 -4.99
H 1.22 -5.31 -4.22
O -0.49 1.40 1.06
Si -0.29 2.64 2.04
C 1.20 3.66 1.52
C 1.53 3.73 0.16
C 2.61 4.49 -0.28
C 3.38 5.19 0.63
C 3.08 5.13 1.98
C 2.00 4.37 2.42
C -1.77 3.79 2.06
C -1.79 4.95 2.84
C -2.89 5.80 2.83
C -3.99 5.50 2.04
C -3.99 4.36 1.25
C -2.88 3.51 1.26
C 0.03 1.99 3.78
C 1.18 1.24 4.04
C 1.38 0.63 5.27
C 0.44 0.77 6.28
C -0.71 1.52 6.05
C -0.91 2.12 4.81
H 0.93 3.18 -0.55
H 2.84 4.53 -1.34
H 4.23 5.78 0.29
H 3.69 5.67 2.70
H 1.78 4.33 3.48
H -0.94 5.20 3.46
H -2.89 6.69 3.44
H -4.85 6.16 2.03
H -4.84 4.13 0.62
H -2.87 2.62 0.64
H 1.92 1.13 3.26
H 2.28 0.05 5.45
H 0.59 0.29 7.24
H -1.45 1.63 6.83
H -1.81 2.70 4.64
N -3.48 -1.34 0.77
C -2.36 -1.82 1.31
N -1.17 -1.40 1.00
C -0.18 -2.05 1.72
C 1.18 -1.79 1.64
C 2.05 -2.55 2.41
C 1.57 -3.55 3.26
C 0.21 -3.79 3.36
C -0.65 -3.04 2.59
S -2.39 -3.10 2.50
H -3.38 -0.59 0.09
H -4.38 -1.71 1.01
H 1.54 -0.99 1.01
H 3.11 -2.36 2.36
H 2.27 -4.12 3.85
H -0.16 -4.55 4.04
*
```



C4H7N3O in the gas phase, computed with ωB97M-V with the def2-TZVPD basis set.

Summary:
Orbital gap in hartree: 0.338
SMILES: [H]/N=C(CC=O)\C(N)=N/[H]
ΔE to the lowest compared entry with this formula, charge and spin in eV: 2.879

The geometry in ORCA input format:
```
! wB97M-V def2-TZVPD RIJCOSX def2/J DEFGRID3
* xyz 0 1
H -2.49 -0.45 0.57
N -2.13 0.47 0.31
C -0.93 0.52 -0.03
C 0.06 1.57 -0.25
C 1.35 0.94 0.31
O 1.69 1.12 1.48
C 0.01 -0.99 0.10
N 0.23 -1.58 -1.12
N -0.04 -1.68 1.17
H -0.15 -1.05 1.98
H -0.19 2.48 0.30
H 0.16 1.75 -1.32
H 2.04 0.56 -0.46
H 0.12 -1.06 -1.97
H 0.27 -2.60 -1.08
*
```



C2H3N2OP in the gas phase, computed with ωB97M-V with the def2-TZVPD basis set.

Summary:
Orbital gap in hartree: 0.305
ΔE to the lowest compared entry with this formula, charge and spin in eV: 3.616

The geometry in ORCA input format:
```
! wB97M-V def2-TZVPD RIJCOSX def2/J DEFGRID3
* xyz 0 1
C 1.76 0.69 0.14
C -0.24 -0.30 0.10
N 2.30 -0.39 -0.09
N 0.26 -1.39 -0.12
O 0.40 0.88 0.26
P -2.08 -0.07 0.35
H 2.28 1.63 0.26
H -2.38 -1.40 0.07
H -2.30 0.35 -0.96
*
```



C6H6 in the gas phase, computed with ωB97M-V with the def2-TZVPD basis set.

Summary:
Orbital gap (spin up / spin down) in hartree: 0.290 / 0.291
SMILES: c1ccccc1
ΔE to the lowest compared entry with this formula, charge and spin in eV: 5.513

The geometry in ORCA input format:
```
! wB97M-V def2-TZVPD RIJCOSX def2/J DEFGRID3
* xyz 0 1
C -1.16 -1.01 -0.14
C -1.30 0.39 0.11
C -0.06 0.99 0.30
C 1.21 0.44 0.01
C 1.33 -0.94 -0.06
C 0.02 -1.40 0.54
H -1.78 -1.66 -0.68
H -2.22 1.03 -0.15
H -0.17 2.12 0.50
H 2.04 1.13 -0.33
H 2.01 -1.61 -0.72
H -0.01 -0.75 1.31
*
```



9 unconnected molecules or ions with the total composition C37H70N10O4P, computed with ωB97M-V with the def2-TZVPD basis set.

Summary:
Orbital gap in hartree: 0.363

The geometry in ORCA input format:
```
! wB97M-V def2-TZVPD RIJCOSX def2/J DEFGRID3
* xyz 1 1
C -4.31 1.20 0.56
O -3.19 1.51 -0.26
C -2.58 2.70 0.02
N -1.07 2.53 0.16
N -0.44 2.07 1.39
C -0.20 0.81 1.62
C 1.16 0.53 2.19
C -1.14 -0.37 1.55
P -0.25 1.74 -1.21
O -0.58 0.34 -1.40
O -0.68 2.67 -2.41
O 1.25 2.10 -0.93
H -4.63 0.19 0.32
H -5.13 1.91 0.37
H -4.04 1.24 1.62
H -2.90 3.18 0.95
H -2.68 3.40 -0.81
H -0.77 3.53 0.09
H 1.91 1.04 1.61
H 1.21 0.93 3.21
H 1.33 -0.54 2.29
H -2.14 -0.09 1.84
H -0.78 -1.09 2.28
H -1.14 -0.86 0.58
H -1.34 2.23 -2.97
H 1.37 2.82 -0.28
C 2.27 5.18 -3.41
C 2.55 6.23 -2.33
C 2.12 5.77 -0.94
C 0.71 5.45 -0.80
N -0.40 5.17 -0.71
H 1.20 4.97 -3.49
H 2.62 5.53 -4.38
H 2.78 4.24 -3.19
H 2.03 7.15 -2.59
H 3.61 6.45 -2.30
H 2.35 6.54 -0.20
H 2.65 4.86 -0.64
C -1.13 -2.63 -6.10
C -1.08 -1.53 -5.04
C -1.89 -1.88 -3.79
C -3.31 -2.08 -4.10
N -4.42 -2.23 -4.33
H -2.14 -2.79 -6.45
H -0.52 -2.36 -6.96
H -0.75 -3.57 -5.70
H -1.46 -0.60 -5.47
H -0.05 -1.34 -4.74
H -1.82 -1.07 -3.05
H -1.50 -2.79 -3.33
C -2.81 -4.30 5.30
C -2.80 -4.25 3.77
C -1.41 -4.45 3.17
C -0.49 -3.40 3.58
N 0.20 -2.54 3.91
H -2.20 -3.50 5.72
H -3.82 -4.18 5.68
H -2.42 -5.25 5.67
H -3.20 -3.29 3.43
H -3.46 -5.03 3.38
H -1.46 -4.44 2.08
H -0.98 -5.41 3.46
C 5.70 4.27 1.85
C 5.10 3.96 3.22
C 3.84 3.09 3.13
C 2.79 3.75 2.37
N 1.96 4.27 1.76
H 5.01 4.85 1.24
H 6.61 4.86 1.96
H 5.96 3.35 1.32
H 4.87 4.89 3.74
H 5.83 3.43 3.83
H 3.45 2.88 4.13
H 4.07 2.14 2.65
C -1.20 -5.90 -1.39
C 0.10 -5.12 -1.39
C 1.27 -5.92 -0.80
C 1.02 -6.29 0.59
N 0.81 -6.58 1.68
H -1.51 -6.15 -0.37
H -2.01 -5.33 -1.84
H -1.10 -6.84 -1.95
H -0.02 -4.19 -0.83
H 0.37 -4.84 -2.41
H 2.20 -5.34 -0.83
H 1.44 -6.83 -1.37
C 1.22 7.62 -8.06
C 0.29 7.02 -7.01
C -0.33 8.07 -6.09
C 0.68 8.82 -5.35
N 1.49 9.39 -4.77
H 2.06 8.13 -7.59
H 1.62 6.85 -8.71
H 0.69 8.35 -8.68
H 0.84 6.30 -6.41
H -0.51 6.47 -7.50
H -1.00 7.60 -5.36
H -0.92 8.79 -6.67
C 3.64 -7.24 2.71
C 4.81 -7.67 3.59
C 6.17 -7.42 2.93
C 6.30 -8.16 1.67
N 6.40 -8.73 0.68
H 3.62 -7.82 1.79
H 2.69 -7.39 3.22
H 3.72 -6.18 2.45
H 4.72 -8.73 3.84
H 4.79 -7.12 4.54
H 6.99 -7.73 3.58
H 6.30 -6.36 2.71
C -7.21 -0.19 4.01
C -6.20 -0.84 4.95
C -4.75 -0.63 4.50
C -4.50 -1.21 3.18
N -4.32 -1.72 2.17
H -7.16 -0.62 3.01
H -8.22 -0.33 4.38
H -7.03 0.89 3.93
H -6.40 -1.91 5.02
H -6.31 -0.43 5.95
H -4.05 -1.10 5.20
H -4.51 0.43 4.45
*
```



Number 1: F_max 1.1 eV Å⁻¹. Number 2: F_max 2.7 eV Å⁻¹. Number 3: F_max 3.3 eV Å⁻¹. Number 4: F_max 0.5 eV Å⁻¹. Number 5: F_max 3.9 eV Å⁻¹. Number 6: F_max 2.0 eV Å⁻¹. Number 7: F_max 4.5 eV Å⁻¹. Number 8: F_max 3.1 eV Å⁻¹. Number 9: F_max 3.6 eV Å⁻¹. Number 10: F_max 2.0 eV Å⁻¹.